{"formula": "C34H42BF4GeN2O2SbTi", "method": "ωB97M-V with the def2-TZVPD basis set", "spin_multiplicity": 3, "orbital_gap_ev": [6.513, 4.964], "charge": 2, "energy_ha": -5171.37532, "homo_ev": [-14.20, -13.99], "elements": ["Ti", "O", "C", "O", "C", "C", "C", "C", "C", "C", "N", "C", "C", "C", "C", "C", "C", "N", "H", "H", "H", "H", "H", "H", "H", "H", "H", "H", "Ge", "C", "C", "C", "C", "C", "C", "C", "C", "C", "C", "C", "C", "H", "H", "H", "H", "H", "H", "H", "H", "H", "H", "H", "F", "B", "F", "F", "F", "C", "C", "C", "Sb", "C", "C", "C", "C", "C", "C", "H", "H", "H", "H", "H", "H", "H", "H", "H", "H", "H", "H", "H", "H", "H", "H", "H", "H", "H", "H", "H"], "positions_angstrom": [[0.2307, 1.4137, 0.1633], [-6.9825, 0.1888, -1.0649], [-5.8498, -0.4834, -1.1963], [-5.7992, -1.6770, -1.0935], [-4.5768, 0.2956, -1.4266], [-4.4434, 1.6754, -1.3222], [-3.1938, 2.2717, -1.3847], [-2.0506, 1.4743, -1.4905], [-2.1887, 0.0825, -1.6319], [-3.4392, -0.4875, -1.6325], [-0.7592, 1.9772, -1.3513], [-0.2789, 3.0836, -1.8921], [1.0484, 3.4243, -1.5149], [1.7888, 4.5157, -2.0082], [3.0665, 4.7245, -1.5428], [3.6042, 3.8483, -0.5889], [2.8359, 2.8030, -0.1323], [1.5923, 2.5824, -0.5787], [-6.9267, 1.1349, -1.2428], [-5.3021, 2.3082, -1.1561], [-3.0963, 3.3427, -1.2727], [-1.3053, -0.5432, -1.7459], [-3.5739, -1.5518, -1.7483], [-0.8467, 3.6791, -2.6021], [1.3375, 5.1849, -2.7236], [3.6604, 5.5559, -1.8891], [4.6026, 3.9900, -0.2077], [3.2025, 2.1007, 0.6190], [1.4197, -0.3141, -1.3148], [1.4683, 0.5545, -3.1200], [2.6785, 1.0764, -3.5612], [2.7850, 1.6224, -4.8296], [1.6786, 1.6824, -5.6587], [0.4667, 1.1741, -5.2232], [0.3612, 0.6196, -3.9591], [1.1330, -2.2717, -1.5421], [0.3826, -2.8071, -2.5853], [0.3035, -4.1805, -2.7462], [0.9276, -5.0283, -1.8446], [1.6803, -4.5032, -0.8045], [1.7845, -3.1326, -0.6630], [2.9168, -0.2625, -0.9029], [3.5528, 1.0144, -2.9252], [3.7350, 1.9974, -5.1739], [1.7623, 2.1083, -6.6466], [-0.4002, 1.2007, -5.8647], [-0.5951, 0.2180, -3.6520], [-0.1065, -2.1563, -3.2977], [-0.2441, -4.5892, -3.5810], [0.8471, -6.0970, -1.9635], [2.1932, -5.1583, -0.1153], [2.4098, -2.7085, 0.1126], [-0.6469, 3.7252, 0.8228], [-0.6659, 2.8904, 1.9066], [-1.1574, 3.3120, 3.0392], [0.6978, 2.3702, 2.0027], [-1.3758, 1.6694, 1.3924], [1.8684, -2.5935, 4.1938], [2.0971, -2.0367, 2.8075], [3.4312, -1.3238, 2.6854], [0.4037, -0.6770, 2.2027], [-1.1334, -2.0782, 1.3479], [-1.0956, -3.4165, 2.0528], [-2.5236, -1.4668, 1.3789], [-0.2657, -0.0995, 4.3008], [-1.7499, 0.1567, 4.4187], [0.5752, 1.0380, 4.8493], [2.5827, -3.3974, 4.3638], [0.8733, -3.0205, 4.2975], [2.0276, -1.8473, 4.9683], [2.0390, -2.8523, 2.0888], [3.5073, -0.4866, 3.3800], [3.6069, -0.9662, 1.6676], [4.2276, -2.0245, 2.9323], [-0.8071, -2.1980, 0.3057], [-1.3682, -3.3172, 3.1018], [-0.1154, -3.8811, 1.9823], [-1.8149, -4.0851, 1.5840], [-2.9251, -1.4443, 2.3886], [-3.1939, -2.0830, 0.7814], [-2.5443, -0.4548, 0.9660], [-0.0146, -1.0219, 4.8263], [-2.1008, 0.9535, 3.7644], [-1.9592, 0.4701, 5.4420], [-2.3238, -0.7488, 4.2324], [0.1733, 2.0101, 4.5733], [1.6208, 0.9751, 4.5360], [0.5527, 0.9765, 5.9366]], "forces_ev_per_angstrom": [[-0.27, -1.42, 3.78], [-0.62, 0.03, 0.06], [0.50, -0.16, -0.14], [-0.25, 0.20, 0.04], [0.39, -0.10, 0.05], [0.02, -0.17, -0.07], [0.42, -0.04, 0.08], [-1.47, -0.59, -0.51], [0.36, 0.46, 0.02], [-0.29, 0.12, -0.01], [-0.01, 2.43, -2.70], [-1.60, -1.68, 0.04], [2.02, 0.72, 0.37], [-1.09, -0.71, 0.14], [0.56, -0.46, 0.63], [-0.13, 0.44, -0.49], [-0.02, -0.39, 0.20], [1.40, 1.80, -1.30], [0.15, -0.09, -0.03], [-0.06, 0.12, 0.00], [0.00, 0.06, 0.07], [-0.14, 0.02, 0.00], [0.04, -0.09, 0.05], [-0.05, -0.01, 0.09], [-0.06, 0.04, -0.10], [-0.01, 0.10, -0.10], [0.07, 0.01, 0.05], [-0.07, 0.22, -0.18], [1.71, -2.30, -1.94], [-0.44, -0.04, 0.58], [0.15, -0.14, 0.35], [0.08, 0.06, -0.07], [0.05, 0.02, -0.06], [-0.14, -0.04, 0.04], [-0.15, -0.11, -0.01], [-0.22, 0.90, 0.25], [-0.06, 0.17, -0.03], [-0.10, 0.02, -0.06], [0.06, 0.01, 0.00], [0.04, -0.01, 0.06], [0.13, 0.26, 0.16], [-0.17, 0.22, 0.34], [0.10, 0.08, 0.01], [0.15, 0.05, -0.03], [0.02, 0.05, -0.08], [-0.08, -0.01, -0.11], [-0.03, 0.02, -0.02], [-0.06, 0.00, -0.08], [-0.09, -0.05, -0.06], [-0.02, -0.12, -0.03], [0.04, -0.06, 0.02], [0.04, -0.09, 0.06], [-0.01, 0.40, -0.35], [-0.22, -0.04, 0.44], [-0.33, 0.32, 0.67], [0.02, 0.09, -0.10], [-0.18, 0.31, 0.28], [-0.16, -0.07, 0.00], [-0.47, 0.58, -0.44], [-0.04, -0.01, -0.19], [-0.22, -1.73, 0.36], [0.47, 0.48, 0.22], [0.17, 0.02, -0.03], [0.09, 0.21, -0.02], [0.14, 0.06, -0.68], [-0.12, -0.11, -0.10], [0.21, -0.07, -0.10], [0.11, -0.08, 0.05], [-0.06, -0.07, 0.13], [-0.02, 0.08, 0.09], [-0.09, 0.05, -0.06], [0.00, 0.06, -0.02], [0.06, 0.06, 0.05], [0.14, -0.03, 0.03], [0.06, 0.06, 0.22], [-0.04, -0.05, 0.12], [0.08, -0.13, 0.05], [-0.10, -0.14, -0.02], [-0.03, 0.05, 0.02], [-0.12, -0.06, -0.07], [-0.12, -0.11, 0.15], [0.04, -0.03, -0.23], [-0.01, -0.03, -0.01], [-0.02, 0.02, 0.11], [-0.08, 0.07, 0.00], [0.06, 0.00, -0.07], [-0.03, 0.09, 0.10], [0.02, 0.04, 0.12]], "mulliken_charge": [0.3823, -0.4723, 0.4533, -0.5041, 0.9051, -1.1053, -1.1050, -0.3280, 1.3290, -1.7729, 1.5069, -0.9070, 0.9378, -1.1642, -0.5531, -0.9945, -0.4038, 0.5714, 0.2949, 0.2521, 0.5315, -0.2209, 0.6166, 0.7005, 0.6081, 0.5172, 0.5350, 0.4959, 0.8836, 0.2618, -0.4867, -0.8217, -0.6506, -1.0239, 0.6237, -0.4684, 0.1405, -0.7443, -0.6993, -0.5912, -0.0594, -0.1941, 0.5189, 0.4953, 0.4566, 0.5035, 0.3374, 0.2762, 0.4778, 0.4445, 0.5186, 0.6244, -0.2181, 0.3907, -0.2021, -0.4011, -0.2333, -1.8181, 0.8319, -1.4366, 0.1816, 1.5631, -1.4316, -1.3274, 0.5729, -1.4353, -1.4982, 0.4628, 0.3816, 0.4178, 0.1770, 0.3582, 0.2480, 0.4548, -0.5494, 0.3057, 0.3398, 0.4551, 0.2722, 0.5892, -0.0283, 0.5304, 0.2254, 0.4656, 0.3497, 0.3196, 0.2721, 0.4849]}